No. 1
Formula: C4H8N2OS
Source: the OMol25 dataset
Level of theory: wB97M-V/def2-TZVPD

XYZ file:
```
16
Properties=species:S:1:pos:R:3:forces:R:3
H -0.01308 0.60286 1.84523 -0.61 0.20 -0.62
N -0.73620 -0.42157 0.23211 1.64 -2.12 0.02
O 2.95525 -0.56958 -0.39735 -2.59 0.71 0.31
H 0.61617 -1.88441 -0.79009 -0.96 1.10 2.21
H -1.72452 0.42235 1.94754 -0.16 0.61 -1.16
S -2.97522 0.29998 -0.96371 0.40 0.01 -0.14
C 0.54363 -1.19133 0.18024 1.00 0.75 -3.88
C -0.93294 0.61963 1.19531 1.90 -2.94 3.46
H 0.21253 1.52164 -0.50537 3.95 -3.18 -1.22
H 1.86914 1.76328 -0.81474 -0.12 -1.48 -0.51
H -0.88143 1.46187 0.61911 -1.15 2.94 -0.41
C 1.77102 -0.24504 -0.31416 -0.67 -0.08 0.81
H -1.10536 -1.05514 -1.61922 -0.12 -0.34 -0.37
N 1.21939 0.94468 -0.81957 -1.53 3.95 1.22
H 0.70196 -1.80803 1.02816 0.38 -0.22 0.87
C -1.52034 -0.46119 -0.82349 -1.35 0.08 -0.59
```
Positions in Å, forces in eV/Å.

The HOMO-LUMO gap comes out at 9.0 eV. The calculation puts the energy above the lowest of the compared OMol25 structures with the same formula, charge and spin at 191.0 kJ/mol. Its HOMO energy is -8.61 eV. The energy is -20138.8552 eV. Its SMILES is CN(C=S)CC(N)=O. The value obtained for the largest force on an atom is 5.22 eV/A.

Listed below, in e, are the Löwdin charges computed for each atom: H 0.12; N -0.28; O 0.04; H 0.17; H 0.11; S 0.61; C -0.04; C -0.11; H 0.18; H 0.11; H 0.02; C -0.48; H 0.06; N 0.10; H 0.10; C -0.73


No. 2
Formula: C4H8N2OS
Source: the OMol25 dataset
Level of theory: wB97M-V/def2-TZVPD

XYZ file:
```
16
Properties=species:S:1:pos:R:3:forces:R:3
H 1.08363 1.55189 0.11212 -0.14 0.11 -0.05
H 0.87217 -0.76086 -1.58372 0.02 -0.08 0.25
H -2.18690 0.14310 1.32467 -0.04 -0.05 -0.01
H 1.82317 -1.09041 1.33741 0.03 0.04 -0.13
C 0.71066 -0.95260 -0.50945 -0.29 -0.74 -0.21
C 2.01750 -0.94182 0.27115 -1.22 -1.08 0.39
C -2.52878 -0.17596 0.34161 -0.20 0.09 0.11
H 2.54238 -0.04918 0.13844 0.93 1.44 -0.16
N -0.26477 -0.00846 0.03446 0.15 0.60 0.06
H 2.64047 -1.75117 -0.07258 0.23 -0.30 -0.15
N -0.89166 2.23340 -0.19230 0.07 -0.43 0.01
S -4.05819 -0.46272 -0.06054 0.16 0.00 0.04
H 0.23577 -1.95349 -0.41894 0.29 0.67 -0.08
H -0.48952 3.15293 -0.13747 0.09 0.48 -0.05
C 0.01755 1.36948 -0.05223 -0.03 -0.62 0.21
O -1.52346 -0.30413 -0.53263 -0.04 -0.14 -0.24
```
Positions in Å, forces in eV/Å.

The HOMO-LUMO gap comes out at 9.4 eV. The calculation puts the energy above the lowest of the compared OMol25 structures with the same formula, charge and spin at 259.8 kJ/mol. Its HOMO energy is -8.75 eV. The energy is -20138.1412 eV. Its SMILES is [H]/N=C/N(CC)OC=S. The value obtained for the largest force on an atom is 1.72 eV/A.

Listed below, in e, are the Löwdin charges computed for each atom: H 0.13; H 0.13; H 0.08; H 0.09; C -0.21; C -0.08; C -0.75; H 0.04; N -0.13; H 0.08; N 0.13; S 0.69; H 0.13; H 0.05; C -0.24; O -0.13


No. 3
Formula: C4H8N2OS2
Source: the OMol25 dataset
Level of theory: wB97M-V/def2-TZVPD

XYZ file:
```
17
Properties=species:S:1:pos:R:3:forces:R:3
H -0.37152 2.07162 0.69172 0.11 1.89 0.88
N 0.05303 -0.23211 -1.54192 -0.44 -0.86 -0.33
O -1.37878 0.35702 2.83409 -0.08 0.30 -0.15
C -0.61194 1.15450 0.27876 -2.00 -2.65 0.18
C 1.63796 1.06678 -0.38190 2.69 1.61 0.00
H 2.12380 2.07758 -0.74852 -1.22 -1.78 0.80
N 0.28148 0.86317 -0.76828 -0.18 0.81 -0.33
S -0.54441 -0.12519 1.70271 0.48 0.48 0.36
H -0.87997 -2.29245 0.92417 -0.35 0.29 -0.07
H 1.70655 0.96091 0.70116 0.29 0.48 0.08
S 2.62899 -0.29200 -1.08690 -0.65 -0.05 -0.03
H 1.20101 -1.74181 -2.42872 -0.57 0.08 0.30
C 1.09844 -0.91283 -1.72935 1.22 -0.19 -1.02
H -2.48234 -1.53169 0.96012 -0.21 0.46 0.78
C -1.43107 -1.34514 0.78578 0.26 -1.82 0.52
H -1.67410 0.99797 0.02860 0.47 0.84 -0.40
H -1.35715 -1.07632 -0.22154 0.18 0.11 -1.58
```
Positions in Å, forces in eV/Å.

The HOMO-LUMO gap comes out at 8.7 eV. The calculation puts the energy above the lowest of the compared OMol25 structures with the same formula, charge and spin at 102.2 kJ/mol. Its HOMO energy is -8.08 eV. The energy is -30972.8612 eV. The value obtained for the largest force on an atom is 3.33 eV/A.

Listed below, in e, are the Löwdin charges computed for each atom: H 0.08; N -0.02; O -0.55; C -0.27; C -0.47; H 0.12; N -0.28; S 0.87; H 0.06; H 0.05; S 0.90; H 0.08; C -0.46; H 0.07; C -0.28; H 0.11; H -0.01


No. 4
Formula: C4H8N2P
Source: the OMol25 dataset
Level of theory: wB97M-V/def2-TZVPD

XYZ file:
```
15
Properties=species:S:1:pos:R:3:forces:R:3
H -0.94810 0.39256 -1.62253 -0.01 -0.70 1.19
N -1.03656 -1.23673 1.25871 0.40 -1.81 -0.61
H -1.24866 -1.23132 -0.57723 0.37 1.78 -2.31
H 1.48402 2.55334 0.40400 -0.72 -0.53 -0.50
H -0.50397 -0.99418 -2.30936 -1.13 -0.39 0.64
H -0.70147 -2.22101 1.52707 -1.03 2.22 -0.43
C 1.06529 1.54624 0.19098 1.73 -0.01 0.86
C 1.77523 0.66211 -0.59676 -1.69 0.36 -0.48
C -0.01598 0.97717 1.03457 0.61 1.03 -0.70
H 2.54471 0.78362 -1.33717 0.46 0.79 0.36
H -0.68477 1.59786 1.69561 0.92 -0.95 -0.77
P 1.02260 -0.93930 -0.59332 -0.63 0.97 1.03
C -0.05567 -0.34068 0.79887 -1.25 -0.84 2.68
N -0.69054 -0.58696 -1.37325 0.66 -1.78 -1.20
H -2.00613 -0.96272 1.49982 1.31 -0.14 0.24
```
Positions in Å, forces in eV/Å.

The HOMO-LUMO gap comes out at 8.4 eV. The calculation puts the energy above the lowest of the compared OMol25 structures with the same formula, charge and spin at 169.3 kJ/mol. Its HOMO energy is -13.05 eV. The net charge is +1. The energy is -16537.8919 eV. Its SMILES is NC1=P([NH3+])=CC=C1. The value obtained for the largest force on an atom is 3.08 eV/A.

Listed below, in e, are the Löwdin charges computed for each atom: H 0.14; N 0.03; H 0.15; H 0.12; H 0.10; H 0.15; C -0.11; C -0.30; C -0.08; H 0.06; H 0.14; P 1.08; C -0.54; N -0.07; H 0.13


Which of these has the highest energy?
C4H8N2P


Look up the HOMO of the second one.
-8.75 eV